1.
Molecular formula: C25H49NO2P2PdS
Method: DFT, ωB97M-V/def2-TZVPD

Element x y z (Å)
H 2.567 -1.981 -1.726
C 3.439 -2.135 -1.077
H -4.622 -1.046 -3.293
H 3.368 -3.132 -0.625
H -0.519 -2.076 -3.247
C -4.735 2.054 2.718
C -4.013 0.880 2.557
H 4.816 0.192 -1.298
H -0.964 2.121 2.865
H -2.834 1.946 -2.854
H -0.323 3.178 -1.597
C -2.678 3.273 3.009
H -4.450 0.637 -2.780
Pd -0.050 -0.307 0.191
H 0.064 -2.750 2.525
C -2.993 2.495 -0.790
C 1.805 0.341 3.609
H 4.329 -2.124 -1.722
C -3.886 -0.256 -3.084
H -3.353 -0.043 -4.019
H -1.728 -1.443 -4.391
H -4.501 -0.085 2.451
C 3.515 -3.107 2.403
N -1.981 2.114 2.779
H -2.543 -1.725 -2.266
H 4.912 -0.002 2.061
C -3.764 -0.983 -0.680
H 1.959 -0.485 4.318
C -2.959 -0.748 -1.964
H 4.437 -1.299 0.613
O 0.822 2.626 0.480
H -2.424 2.465 0.147
C 2.158 -2.662 1.854
C -0.568 0.109 -3.384
C -0.186 -2.096 -0.533
H -3.308 3.537 -0.949
H 4.147 1.100 0.066
H -3.142 -1.355 0.145
O -0.290 -3.178 -0.921
H 1.074 1.550 -3.028
C 1.077 -2.928 2.905
H 1.141 -3.989 3.192
H 2.989 -1.085 -4.414
C 0.525 1.526 0.276
H 3.115 0.682 -1.331
H -4.281 -0.075 -0.334
H 3.608 -1.249 -4.023
H 3.738 -2.646 3.373
H 1.928 -3.295 0.980
H -0.011 -1.408 -4.811
H 4.306 -0.833 3.516
H -4.606 4.164 3.187
S -1.685 -0.512 2.350
H 3.461 -4.190 2.576
H 4.459 0.919 3.497
C 3.919 0.322 -0.674
C 3.585 -1.028 -0.030
C 2.745 0.245 2.407
H -0.625 2.858 -3.328
C -1.100 3.079 -2.364
H 1.221 -2.328 3.813
H -3.900 1.897 -0.652
H 1.427 -0.100 -2.509
C -0.724 -1.290 -3.985
H 2.030 1.275 4.147
C 4.188 0.051 2.881
C 0.914 0.495 -3.279
H -5.822 2.029 2.670
H -4.535 -1.744 -0.897
H 2.706 1.207 1.871
H 4.348 -2.931 1.714
P -1.455 0.323 -1.751
C -4.056 3.251 2.981
H -2.093 4.166 3.223
H -1.595 4.056 -2.465
C -2.611 0.901 2.548
P 2.134 -0.952 1.129
H 0.743 0.363 3.326
C -2.159 2.038 -1.986
H 1.417 0.300 -4.238
H -1.065 0.834 -4.052

Net charge: +4
Frontier orbital gap (spin up / spin down) in eV: 5.983 / 4.656
E_tot in Ha: -2394.26148
2S+1: 5

=====

2.
Molecular formula: C25H49NO2SScSi2
Method: DFT, ωB97M-V/def2-TZVPD

Element x y z (Å)
H -3.309 4.021 -2.438
H -2.774 3.236 3.345
H 4.443 0.432 -6.570
H 7.145 -1.892 -0.361
H 2.173 0.973 2.133
C -1.629 0.060 2.278
H 6.196 -3.920 -0.438
C -3.293 0.903 -1.076
H 3.210 2.791 1.455
C 1.648 -1.135 -6.541
Sc 0.125 0.004 -0.129
C -1.408 2.318 1.841
H -2.387 0.505 -4.069
H 5.056 -2.785 -5.759
H 4.265 -2.217 -7.237
H 2.019 -0.677 -7.469
H 2.227 2.015 -1.362
C 2.618 2.958 0.546
N -0.567 -1.686 1.077
C 2.449 0.149 1.473
H -1.370 -4.372 3.720
C -1.616 -2.321 3.150
C 5.309 -4.225 -1.001
H 4.027 -0.590 2.690
H -1.014 3.201 1.340
H 4.416 -3.931 -0.450
C 5.324 -3.597 -2.383
C 7.534 -1.928 -1.383
H 4.206 -1.034 0.985
H 3.784 1.538 -0.665
C 4.051 0.370 -5.543
H 1.579 -0.988 -3.320
Si 3.084 -1.229 -5.332
H 1.289 -2.143 -6.789
H -1.581 2.039 -4.494
C -0.103 -2.952 0.907
H 6.270 -0.395 -2.259
H 0.228 1.184 -2.678
C 3.917 -0.227 1.657
H 3.318 -1.268 -2.788
C -1.021 1.004 1.471
H 3.529 -3.519 -6.300
Si -2.051 1.922 -2.056
H 5.316 -5.312 -1.080
H -3.241 1.064 0.008
H 6.245 -3.888 -2.925
H -0.007 -4.943 1.690
H 0.291 2.372 -1.397
H 1.572 3.158 0.828
H 2.999 3.870 0.067
S -2.687 0.783 3.469
H 3.412 1.247 -5.387
C -2.370 1.586 -3.877
H -2.808 3.939 -0.743
H 4.905 0.450 -4.860
C 2.744 1.797 -0.428
H 8.410 -1.280 -1.421
H 7.875 -2.946 -1.606
O 2.110 0.552 0.080
H 4.588 0.626 1.524
H 6.880 -1.610 -3.423
C -2.330 2.359 2.884
H 0.808 -0.540 -6.174
C -1.148 -3.617 2.968
H 2.297 -2.590 -3.397
H -2.183 -2.011 4.022
H -4.305 1.189 -1.406
O 5.225 -2.144 -2.318
C -2.480 3.735 -1.771
C -0.266 1.473 -1.724
H 0.495 -3.131 0.011
H -3.335 2.008 -4.187
H -1.638 4.402 -1.999
C 4.081 -2.573 -6.211
C -1.308 -1.350 2.179
C -0.390 -3.941 1.843
H 1.800 -0.703 1.712
H -3.171 -0.169 -1.278
C 6.502 -1.467 -2.397
C 2.524 -1.530 -3.534
H 4.452 -3.924 -2.978

Energy above the lowest of the compared OMol25 structures with the same formula, charge and spin in kJ/mol: 0.0
Net charge: +1
Frontier orbital gap in eV: 7.811
E_tot in Ha: -2924.94020

=====

3.
Molecular formula: C25H50ClNOP2PdSi2
Method: DFT, ωB97M-V/def2-TZVPD

Element x y z (Å)
H -1.796 -0.108 2.857
Si -0.743 2.822 2.587
C 2.877 -1.328 0.441
C 2.044 -3.232 -0.834
Pd -0.020 0.053 -0.177
H -1.483 4.803 1.230
H -0.011 3.961 -0.113
P -0.626 -2.453 -0.957
C 1.051 3.809 -0.373
C -1.587 -3.311 0.363
H -0.698 5.269 2.770
H 3.743 0.407 1.452
H -3.117 -3.917 -3.528
H -1.283 -0.727 -3.417
H -0.301 -2.144 -3.917
C -4.621 -2.572 0.006
H 3.301 0.342 -0.432
H 3.831 3.907 1.531
N 1.768 -0.868 0.392
C 0.717 -3.654 -1.454
O 3.992 -1.853 0.605
H 0.989 4.598 -2.385
C 0.999 0.176 -2.041
H 2.157 3.248 -2.199
H -1.784 2.568 -0.641
H -2.174 2.186 4.506
C -1.553 1.589 1.391
H -4.748 -3.656 -0.127
H -2.741 -2.045 -2.021
H -2.640 -4.602 -1.957
C -1.091 2.266 4.337
H 4.007 2.375 2.452
H 4.922 0.556 0.084
C -2.433 0.412 -0.414
Cl 2.894 0.232 -4.890
H 1.374 5.943 -0.385
P 1.471 2.176 0.520
H 2.062 -3.343 0.262
C -3.310 -2.570 2.785
C 4.124 2.878 1.468
H 1.475 1.806 2.883
H 2.179 -2.205 -1.140
H -1.461 -4.543 -3.327
C -1.853 -2.575 -2.407
H -0.678 3.015 5.029
C -1.378 4.548 2.294
C -1.316 -1.802 -3.630
H -3.707 -3.589 2.906
H 0.822 -3.530 -2.532
C 1.132 2.659 2.268
H 1.666 3.560 2.627
C -1.863 1.663 -0.013
H -2.365 -2.487 3.342
H 1.315 -5.713 -1.526
H 1.816 5.205 1.172
H -5.467 -2.195 0.599
H -2.365 4.636 2.771
C -1.908 0.280 1.805
Si -3.057 -2.248 0.963
H 2.893 5.020 -0.268
H 1.248 -0.785 -2.515
H -4.032 -1.855 3.204
H 1.937 0.747 -2.040
H -0.627 1.291 4.547
H -1.998 -1.979 -4.479
C 1.844 5.059 0.078
H -2.867 0.189 -1.404
C 3.858 0.713 0.419
H 0.286 0.709 -2.712
H 2.922 -3.738 -1.262
C 1.157 3.620 -1.901
H 3.565 2.511 -0.604
H -1.927 -4.335 0.111
C 3.325 2.226 0.384
C 0.498 -5.120 -1.080
H 0.395 2.913 -2.251
C -2.282 -4.006 -2.815
H 5.201 2.825 1.198
H -4.644 -2.085 -0.980
H 0.533 -5.259 0.015
H -0.448 -5.491 -1.472
C -2.485 -0.452 0.737
H -0.900 -3.396 1.227

Energy above the lowest of the compared OMol25 structures with the same formula, charge and spin in kJ/mol: 169.8
Net charge: 0
Frontier orbital gap (spin up / spin down) in eV: 6.623 / 3.762
E_tot in Ha: -2962.14753
2S+1: 5

=====

4.
Molecular formula: C25H50MgNO25
Method: DFT, ωB97M-V/def2-TZVPD

Element x y z (Å)
O -2.417 -4.558 -4.526
C 2.414 0.681 2.252
H -4.313 5.439 -2.285
H 4.667 4.039 5.078
H 5.671 -2.912 2.100
H -1.329 -1.561 7.672
H 6.199 4.029 4.517
C 5.573 -3.215 -0.034
H 0.514 -2.915 2.083
C 3.691 2.588 2.972
O 0.377 -0.975 -0.899
H 0.318 -3.550 -6.075
H 0.957 4.340 1.106
O -0.910 4.435 0.114
C 0.882 -2.634 -6.250
H 3.533 -1.000 -3.202
C -3.331 0.110 -5.390
H -0.735 -3.174 -0.870
H -3.852 3.755 -2.348
O -0.719 0.518 0.112
O 3.666 1.316 2.454
O -1.102 -1.768 5.637
C -3.780 3.037 4.265
O -1.028 3.447 -1.980
O -3.537 2.688 3.033
H -1.009 -2.421 1.411
H -3.317 -2.832 -3.582
H 2.987 0.568 -3.692
C 3.197 -2.738 0.259
H 5.021 4.968 3.641
C -3.643 0.813 -0.672
H 4.459 -2.219 -1.568
H 1.687 1.253 1.676
H -3.388 -0.086 -0.112
H 1.038 -2.379 -7.298
H 2.462 -0.384 2.024
H 2.435 -1.974 0.413
H -1.648 -0.081 6.710
O 0.176 0.339 -4.371
O -0.875 -2.249 3.501
O -3.651 -0.277 -4.024
O 2.689 3.288 3.136
H 0.930 3.694 -0.441
O -0.873 -5.880 -3.585
N 0.035 0.182 -0.789
H 0.160 -1.262 2.057
H -3.015 3.741 6.765
H -2.487 0.904 2.765
H -3.772 1.096 -5.536
O -2.944 2.485 5.140
H -0.164 -4.800 -1.301
C -1.029 -0.973 6.804
C -1.463 4.214 -1.112
H -1.554 2.332 3.248
H -2.800 1.503 -0.706
H -3.823 -0.567 -6.087
C -3.059 2.690 6.482
H 2.684 -3.575 -0.214
O 3.703 -3.238 1.473
H 0.431 -3.326 -2.147
O -0.227 -0.151 4.254
C 0.687 -0.750 -4.629
C -3.455 4.770 -2.363
C -0.318 -2.226 2.231
O 0.355 1.023 -1.640
H 6.584 -2.809 -0.039
C -1.486 -4.827 -3.592
C -3.175 -3.369 -4.520
H 5.612 -4.103 -0.666
H -2.265 2.183 1.569
H -2.261 2.256 7.085
O -1.993 1.021 -3.060
H -2.254 0.094 -5.560
O -2.526 4.980 -1.266
Mg -0.219 1.982 -3.285
C -2.383 1.982 2.634
H -4.515 1.378 -0.342
C 4.485 -2.286 -0.481
C 5.184 4.002 4.119
C 2.635 -0.393 -3.316
H 4.738 -1.273 -0.168
C -0.690 -1.303 4.410
C 5.124 -3.533 1.391
H 5.283 -4.600 1.548
H -3.934 2.190 6.897
O -1.435 -3.858 -2.669
C -3.055 0.364 -2.992
O 1.816 -1.195 -4.162
O 4.960 2.847 3.370
C -0.430 -3.819 -1.694
C 0.310 3.754 0.454
O 0.171 -1.629 -5.545
O -4.712 3.786 4.550
H -2.850 -2.666 -5.287
O -3.893 0.224 -1.949
H -2.907 4.953 -3.287
H 0.140 2.767 0.883
H 1.869 -2.830 -5.830
H 1.935 0.635 3.230
H -4.178 -3.710 -4.774
H -0.026 -0.579 6.969
H 2.309 -0.252 -2.286

Energy above the lowest of the compared OMol25 structures with the same formula, charge and spin in kJ/mol: 0.0
Net charge: 0
Frontier orbital gap (spin up / spin down) in eV: 4.711 / 9.842
E_tot in Ha: -3118.27401
2S+1: 2

=====

5.
Molecular formula: C25H51BCl3NO3P
Method: DFT, ωB97M-V/def2-TZVPD

Element x y z (Å)
H -2.399 2.955 1.751
H -2.719 -0.468 -2.983
H -0.436 2.612 1.764
H -3.740 3.426 -2.147
H -3.266 1.395 1.677
H 2.151 3.558 1.157
H -0.537 3.502 -0.268
H 4.666 -0.341 -0.072
C 3.239 -0.017 3.924
H 4.210 -0.024 3.427
C 3.204 -2.271 2.677
C -1.096 0.798 -3.694
C -0.440 1.455 -1.120
C -4.074 -2.940 -1.017
N -2.737 2.107 -0.202
C -0.942 -3.457 1.008
C -1.756 1.039 -0.445
C 0.137 2.641 -0.290
H 3.716 -2.955 3.358
Cl -2.382 3.598 -5.395
H -4.466 -1.997 -0.643
Cl 1.562 -1.172 -3.042
C 3.770 -0.621 -0.629
C -2.163 3.638 -3.601
H 1.057 3.000 -0.750
H -1.172 -0.870 -2.248
H -3.389 -2.727 -1.834
C 0.405 2.245 1.174
H -2.313 4.687 -3.362
H -0.502 3.947 -2.265
H 1.547 -0.893 2.848
C -0.441 1.788 -2.694
H 0.793 -4.570 0.417
H -0.326 0.586 -4.429
H 2.927 2.083 4.332
C 2.518 1.305 3.684
H -1.512 0.594 0.521
H 4.401 2.127 -0.396
H -3.061 1.877 -2.615
H 1.452 1.186 3.895
C 2.341 -3.078 1.709
H 3.963 -1.752 2.088
H -1.557 -3.463 -1.044
B 1.462 0.520 -2.114
H -0.196 -5.344 1.690
H 2.951 -3.846 1.228
C -1.854 -3.965 -0.123
H 0.600 -3.092 2.992
P 3.380 0.775 -1.796
O 0.969 1.616 -2.900
H 2.572 0.886 1.576
H 1.402 3.375 2.732
Cl 0.446 3.840 -4.341
H -4.928 -3.492 -1.407
C -3.357 -3.710 0.116
H -1.684 -5.030 -0.282
C 2.676 1.752 2.232
C 1.675 2.839 1.818
H 3.426 -0.121 4.995
H -4.071 2.867 1.206
H 1.989 -1.700 4.332
O 0.498 0.423 -1.003
H -2.491 2.961 -0.671
H 2.952 -0.891 0.038
H 0.401 1.164 1.306
C 0.214 -4.401 1.327
H -1.493 -1.318 -3.909
C -3.325 2.861 -2.977
H 3.695 2.112 2.081
H 4.040 -1.460 -1.266
H -4.120 2.758 -3.710
C -1.641 -0.537 -3.166
H -3.474 -3.137 1.034
H -2.255 0.244 -0.998
C 1.167 -3.787 2.374
H -1.541 -3.368 1.918
C -0.721 3.279 -3.088
H -0.566 -2.465 0.758
O 3.532 2.135 -0.796
H 1.541 -4.596 3.006
H -3.863 -4.660 0.281
H -1.900 1.261 -4.261
C 2.403 -1.215 3.445
H 1.964 -2.420 0.922
C -3.109 2.349 1.178

Energy above the lowest of the compared OMol25 structures with the same formula, charge and spin in kJ/mol: 0.0
Net charge: -1
Frontier orbital gap in eV: 6.680
E_tot in Ha: -3010.59109